No. 1
Entry from the Open Molecules 2025 dataset: a structure of composition C49H52N3OP3Y (ωB97M-V/def2-TZVPD).

```
109
Properties=species:S:1:pos:R:3
Y -0.38 -0.74 -0.26
P 0.55 -1.84 2.13
P -0.17 2.78 -1.21
P 2.40 -1.30 0.02
O -0.17 1.27 -0.80
N -2.48 -1.48 -0.64
N 1.80 -0.80 1.58
N -4.23 -2.99 -0.98
C -1.53 3.57 -0.37
C 1.18 -4.09 3.56
C 1.36 3.57 -0.74
C 2.94 4.18 0.97
C -3.91 3.62 0.00
C 4.35 0.72 -0.45
C 4.93 -4.11 1.55
C -5.27 -4.55 -2.64
C -2.47 5.19 1.14
C 5.74 -4.38 0.46
C 3.18 0.07 -0.85
C 4.41 1.90 -2.55
C 5.56 -3.69 -0.74
C -0.17 1.86 -3.83
C -5.38 -1.04 -2.06
C 1.55 -4.13 5.93
C -1.90 1.48 2.48
C -1.36 4.64 0.51
C -5.26 -1.94 -0.84
C 0.94 -2.72 3.63
C -3.74 4.68 0.90
C 2.66 0.33 -2.12
C 4.95 1.64 -1.30
C 1.30 -2.77 6.01
C 1.48 -4.80 4.72
C -4.74 -4.37 -1.23
C 3.16 5.08 -1.25
C 4.56 -2.74 -0.84
C 3.61 4.99 0.06
C -1.99 -1.26 3.01
C -0.92 4.13 -3.47
C -0.37 2.01 -5.19
C -2.81 3.07 -0.63
C -0.84 3.23 -5.69
C 0.99 -2.06 4.86
C -3.06 0.90 2.96
C -0.45 2.91 -2.96
C 2.04 4.37 -1.66
C 3.92 -3.17 1.45
C -1.93 -3.79 -1.08
C -1.11 4.28 -4.83
C 3.27 1.24 -2.97
C 3.73 -2.48 0.25
C -3.11 -0.47 3.23
C 2.55 0.01 2.57
C 1.83 3.47 0.58
C -0.76 0.69 2.30
C -0.79 -0.68 2.56
C -2.95 -2.70 -0.90
H -3.22 -0.80 -0.51
H 4.43 -2.20 -1.77
H -2.95 2.28 -1.35
H 5.86 2.15 -0.98
H -0.38 5.07 0.68
H 0.21 0.92 -3.45
H 0.16 1.16 1.97
H 5.09 -4.63 2.49
H -4.60 5.12 1.38
H 1.78 -4.69 6.84
H 1.88 0.70 3.08
H -1.98 -4.51 -0.26
H 1.66 -5.86 4.67
H -0.92 -3.38 -1.10
H -5.60 -5.58 -2.77
H 2.86 1.41 -3.96
H -1.15 4.95 -2.80
H 1.13 -4.61 2.61
H -0.16 1.19 -5.87
H -2.35 6.03 1.82
H 6.20 -3.90 -1.58
H -6.13 -0.27 -1.88
H -3.94 -5.08 -1.02
H 3.03 -0.63 3.31
H 4.84 0.49 0.49
H -5.05 -1.37 0.06
H 4.90 2.61 -3.22
H 1.80 -0.22 -2.47
H -2.04 -2.32 3.21
H -0.99 3.35 -6.76
H 3.31 -2.95 2.32
H 0.77 -1.00 4.92
H 6.53 -5.12 0.54
H -4.02 -0.91 3.61
H -1.86 2.54 2.29
H -6.13 -3.91 -2.84
H -3.94 1.51 3.13
H -5.69 -1.60 -2.94
H -1.48 5.22 -5.22
H 1.34 -2.26 6.97
H 3.32 0.60 2.06
H 1.30 2.86 1.30
H 4.47 5.56 0.37
H -5.52 -4.55 -0.49
H 3.29 4.12 2.00
H -4.44 -0.54 -2.31
H -6.20 -2.45 -0.67
H -4.90 3.25 -0.21
H 1.69 4.45 -2.68
H -4.50 -4.34 -3.39
H 3.68 5.72 -1.96
H -2.08 -4.33 -2.01
```

Its total energy is -87067.2241 eV. For the relative energy (zero: lowest compared OMol25 entry of this formula, charge and spin), the calculation gives 0.0 kcal/mol. The HOMO energy comes out at -0.57523 hartree. For the gap between HOMO and LUMO, the calculation gives 7.939 eV. The net charge is +3.

These are the Löwdin partial charges, in e, on atoms 1 to 4:
1. Y 1.42
2. P 0.92
3. P 0.91
4. P 0.94

=====

No. 2
Entry from the Open Molecules 2025 dataset: a structure of composition C45H42BrN7O3PReS (ωB97M-V/def2-TZVPD).

```
101
Properties=species:S:1:pos:R:3
Re 0.18 -0.64 0.31
Br 0.55 7.27 1.83
S 2.53 -1.25 0.75
P 0.15 -0.21 -2.09
O -0.72 2.38 0.24
O 1.51 1.38 1.13
O 0.03 -4.68 -1.08
N 1.30 -0.65 3.11
N 2.94 1.73 3.90
N -1.91 -0.36 0.89
N -0.05 -2.70 -0.11
N 4.28 3.44 3.42
N 3.47 -1.34 3.22
N 0.21 -0.48 2.38
C 4.40 1.09 -3.24
C 0.24 -3.64 0.99
C 1.84 0.25 -2.59
C 0.80 5.38 1.76
C 2.38 -1.08 2.50
C -0.38 -2.98 -2.60
C -3.28 0.45 2.69
C 4.03 1.63 4.74
C 2.61 -0.50 -3.47
C 2.37 1.41 -2.02
C 6.10 2.91 5.07
C -0.86 -3.77 -4.85
C 3.88 -0.07 -3.80
C -0.14 4.61 1.08
C -0.68 -4.01 -3.50
C 4.88 2.71 4.39
C -1.88 2.94 -0.37
C -4.29 -0.32 0.67
C 0.34 -4.99 0.27
C 5.52 1.03 6.49
C 0.08 3.25 0.91
C 6.39 2.07 6.12
C -0.83 0.09 2.93
C -0.79 -3.59 2.13
C 4.33 0.80 5.81
C -2.53 2.75 -4.38
C -2.17 -4.09 1.69
C 2.10 3.43 2.29
C 3.14 2.85 3.14
C -2.04 0.11 2.16
C -1.20 3.06 -4.16
C -0.14 -3.39 -1.22
C -4.42 0.24 1.94
C -0.26 -1.67 -3.10
C -0.26 -4.38 3.33
C 1.89 4.81 2.38
C -0.91 1.03 -2.90
C 3.64 1.84 -2.36
C -0.41 -1.45 -4.47
C -3.02 -0.60 0.19
C -3.06 1.58 -3.84
C -0.71 -2.48 -5.34
C -2.26 0.73 -3.11
C 1.24 2.68 1.48
C -0.39 2.20 -3.43
H 0.67 -3.96 3.69
H -0.88 -2.54 2.43
H 2.12 1.15 3.96
H 3.43 -1.32 4.23
H -0.83 -2.28 -6.39
H -0.99 -4.36 4.13
H 2.58 5.40 2.97
H -2.69 -0.19 -2.72
H -3.34 0.86 3.69
H -5.16 -0.55 0.07
H -4.10 1.35 -4.01
H 1.35 -5.43 0.29
H -3.15 3.41 -4.97
H 6.77 3.69 4.75
H 4.33 -1.61 2.78
H 4.04 2.75 -1.94
H 1.77 1.98 -1.32
H -5.40 0.48 2.33
H 4.47 -0.64 -4.50
H -1.02 5.08 0.68
H 1.22 -3.36 1.42
H -0.80 0.44 3.96
H 5.77 0.41 7.33
H 2.21 -1.40 -3.92
H -2.92 -3.82 2.43
H -2.18 -5.17 1.58
H -1.59 3.72 -1.09
H 0.66 2.45 -3.31
H -2.55 3.37 0.37
H -0.09 -5.42 3.06
H -2.38 2.14 -0.90
H -2.45 -3.63 0.74
H -0.77 3.96 -4.57
H -1.10 -4.59 -5.52
H 7.29 2.21 6.69
H -0.28 -0.44 -4.85
H 3.63 0.05 6.16
H -0.76 -5.02 -3.13
H 5.39 1.41 -3.50
H -2.88 -1.04 -0.78
H 2.45 1.19 1.23
H -0.37 -5.74 0.63
```

The spin multiplicity is 4. The expectation value of S² is 3.7858. Its total energy is -156192.8610 eV. The HOMO energy (alpha / beta) comes out at -0.51898 / -0.51826 hartree. For the gap between HOMO and LUMO (alpha / beta), the calculation gives 4.529 / 3.116 eV. The net charge is +3.

These are the Löwdin partial charges, in e, on atoms 1 to 4:
1. Re 1.44
2. Br 0.82
3. S 0.77
4. P 0.99

=====

No. 3
Entry from the Open Molecules 2025 dataset: a structure of composition C39H48CaN10OSiTe (ωB97M-V/def2-TZVPD).

```
101
Properties=species:S:1:pos:R:3
Te 1.72 -2.42 -2.71
Ca 0.40 -0.66 -0.39
Si -0.28 -2.85 2.78
O 2.75 -4.84 1.10
N 2.05 -2.95 -0.19
N -2.67 0.98 0.75
N -2.15 3.27 0.65
N 2.77 0.07 -0.87
N 4.17 3.02 5.06
N -0.62 -2.24 1.20
N -0.06 2.70 -0.39
N 0.93 1.08 2.09
N -1.48 -2.09 -0.91
N 7.63 2.52 -0.90
C 0.91 1.63 4.91
C -2.36 -3.83 0.51
C 5.35 1.33 -0.86
C -0.75 3.29 0.62
C 2.40 -3.88 0.45
C -1.45 -2.73 0.31
C 3.57 0.10 0.23
C 0.27 1.47 -3.74
C -0.59 2.37 -2.84
C -3.07 2.23 0.75
C -0.09 4.09 1.55
C -4.43 2.59 0.85
C -2.26 -1.69 -3.14
C -0.19 1.11 4.27
C 1.26 4.35 1.44
C -0.14 -4.73 2.91
C -3.20 -3.53 -1.73
C 4.57 1.20 -2.05
C -2.32 -2.48 -1.87
C 1.36 -2.18 3.37
C 1.99 1.56 2.71
C -2.03 2.35 -3.37
C 6.60 1.98 -0.87
C -0.08 3.81 -2.99
C -3.59 0.01 0.85
C 3.24 2.50 4.59
C -0.66 1.86 -1.37
C -5.36 1.58 0.96
C 3.36 0.59 -2.00
C -0.19 0.85 2.91
C -3.21 -4.21 -0.49
C -4.94 0.26 0.96
C 1.29 2.89 -0.44
C 1.95 3.74 0.40
C -1.68 -2.37 3.96
C 4.80 0.68 0.30
C 1.20 -2.14 -4.82
C 0.57 -4.21 -2.68
C 2.08 1.89 4.08
H -6.41 1.83 1.04
H -1.88 -1.30 3.90
H -0.10 0.44 -3.72
H -0.66 4.48 2.38
H 0.12 -2.10 -5.00
H 1.40 -2.14 4.46
H -1.10 -5.25 2.87
H 1.76 4.96 2.17
H -0.59 4.49 -2.30
H -1.09 0.88 4.84
H -2.63 -0.67 -2.97
H 0.32 -4.42 -1.65
H -5.64 -0.57 1.04
H 4.95 1.57 -2.99
H -2.65 3.08 -2.85
H -1.23 -1.61 -3.47
H 3.17 -0.39 1.11
H 0.27 1.82 -4.77
H -3.86 -3.82 -2.54
H 0.99 3.90 -2.83
H -2.48 1.36 -3.22
H -2.06 2.57 -4.44
H -1.43 -2.61 4.99
H -2.51 4.13 1.01
H 1.80 2.30 -1.19
H -0.35 -4.06 -3.26
H 3.03 3.84 0.28
H 1.65 -1.21 -5.16
H -2.37 -4.34 1.46
H 2.80 0.46 -2.92
H -4.72 3.63 0.83
H -2.86 -2.15 -3.93
H -3.20 -1.00 0.85
H -0.28 4.16 -4.01
H 1.14 -5.03 -3.10
H 1.62 -2.96 -5.41
H -1.69 1.72 -1.11
H 0.33 -4.97 3.87
H 2.87 1.74 2.10
H 1.30 1.46 -3.38
H 0.51 -5.12 2.12
H 2.17 -2.83 3.02
H 0.94 1.83 5.97
H -1.05 0.43 2.42
H 1.54 -1.17 3.00
H -2.60 -2.90 3.70
H 5.36 0.66 1.23
H -3.89 -5.04 -0.34
```

Its total energy is -91783.2759 eV. For the relative energy (zero: lowest compared OMol25 entry of this formula, charge and spin), the calculation gives 35.1 kcal/mol. The HOMO energy (alpha / beta) comes out at -0.00893 / 0.00823 hartree. For the gap between HOMO and LUMO (alpha / beta), the calculation gives 3.914 / 3.451 eV. The net charge is -2.

These are the Löwdin partial charges, in e, on atoms 1 to 4:
1. Te 1.23
2. Ca 1.13
3. Si 0.37
4. O -0.03